Record 1
C4H9NO | ωB97M-V/def2-TZVPD

Structure (XYZ):
```
15
Properties=species:S:1:pos:R:3:forces:R:3
C -0.8731 1.5700 1.3510 -0.02 0.07 0.10
C -0.4241 0.1160 -1.1949 0.05 -0.19 0.05
C 0.2428 -0.8628 -0.5858 0.02 0.22 -0.26
N -0.4410 -1.8181 0.2750 -0.52 0.12 0.04
O -1.5570 -1.4914 0.6097 0.50 -0.30 -0.22
C 1.7064 -1.1513 -0.7171 0.07 0.00 -0.01
H -1.3027 1.9417 2.2810 0.08 0.09 -0.04
H 0.2100 1.4576 1.4529 -0.18 0.05 0.04
H -1.0830 2.2700 0.5365 0.02 -0.08 0.18
H -1.4995 0.2040 -1.0797 0.16 -0.04 -0.03
H 0.0895 0.8660 -1.7885 -0.05 -0.21 -0.03
H -1.3147 0.5999 1.1249 0.02 0.27 0.13
H 2.1557 -1.3753 0.2553 -0.08 0.04 -0.11
H 1.8615 -2.0257 -1.3590 0.01 0.10 0.11
H 2.2292 -0.3006 -1.1613 -0.07 -0.13 0.05
```
Forces are in eV/Å.

Results
HOMO energy (alpha / beta) = -9.2 / -9.2 eV
E_LUMO (alpha / beta) = -0.6418 / -0.6424 eV
SMILES string = C=C(C)N=O.C
charge = 0
ΔE to the lowest compared entry with this formula, charge and spin = 385.2 kJ/mol
spin multiplicity = 1

natural (NBO) atomic charge list, values in e, 4 entries:
1. C -0.857
2. C -0.314
3. C 0.022
4. N 0.120



Record 2
C3H8N2O2 | ωB97M-V/def2-TZVPD

Structure (XYZ):
```
15
Properties=species:S:1:pos:R:3:forces:R:3
C 2.6962 0.4276 0.1575 -0.44 0.56 0.47
C 0.6241 -0.7515 -0.1188 -2.19 -2.31 -0.18
C -1.5929 -0.0766 -0.0743 -0.03 1.30 -0.51
H 2.5578 0.1576 1.1965 0.47 -0.85 0.36
H 2.4585 1.5098 0.2771 -0.17 -0.45 -1.15
H 3.7414 0.3194 -0.1952 -0.83 -0.16 0.20
H 0.1662 -1.5466 -0.7983 0.99 0.84 0.83
H 0.5082 -1.1861 0.9398 1.24 0.66 -1.17
H -2.0468 1.9745 -0.4220 -0.05 -2.03 0.45
H -3.3841 0.9858 -0.0067 0.82 -0.47 -0.14
H -2.9023 -1.4938 0.0270 -0.25 0.34 -0.02
N -2.3842 1.0007 -0.2109 -1.80 3.39 -0.30
N -1.9232 -1.2675 0.0390 0.02 -2.38 0.52
O 1.8068 -0.3668 -0.6590 1.15 0.86 0.59
O -0.3257 0.3136 -0.1516 1.06 0.68 0.05
```
Forces are in eV/Å.

Results
HOMO energy = -9.3 eV
E_LUMO = 0.9032 eV
SMILES string = [H]/N=C(\N)OCOC
charge = 0
ΔE to the lowest compared entry with this formula, charge and spin = 205.2 kJ/mol
spin multiplicity = 1

natural (NBO) atomic charge list, values in e, 4 entries:
1. C -0.264
2. C 0.210
3. C 0.695
4. H 0.175



Record 3
C2H8N3 | ωB97M-V/def2-TZVPD

Structure (XYZ):
```
13
Properties=species:S:1:pos:R:3:forces:R:3
C 0.9678 -0.8466 -0.7724 -2.71 0.08 2.31
C -2.0533 0.7630 0.9315 -0.69 -0.12 -1.71
N 0.8577 0.3835 -0.3584 1.35 0.62 -0.53
N 1.8583 -1.1842 -1.6358 -0.63 -3.70 -1.54
N 0.2352 0.7022 0.7654 -2.61 1.70 -0.78
H 0.2307 -1.5962 -0.3846 0.71 0.25 -0.53
H -2.8013 -0.0440 1.0489 1.22 -0.31 -0.20
H -1.9577 1.3014 1.8216 0.37 0.99 1.15
H -2.2445 1.3322 0.0043 0.55 -0.24 0.62
H 1.8056 -2.1156 -2.1293 0.23 1.69 0.95
H 2.5752 -0.5727 -1.8480 1.63 1.45 -0.76
H 0.2583 1.7177 0.9815 0.07 -1.01 -0.46
H 0.2679 0.1594 1.5753 0.53 -1.41 1.48
```
Forces are in eV/Å.

Results
HOMO energy (alpha / beta) = -13.3 / -13.6 eV
E_LUMO (alpha / beta) = -5.8780 / -4.8873 eV
charge = +1
ΔE to the lowest compared entry with this formula, charge and spin = 490.0 kJ/mol
spin multiplicity = 1

natural (NBO) atomic charge list, values in e, 4 entries:
1. C 0.315
2. C -0.383
3. N -0.338
4. N -0.690



Record 4
C13H19F3NO2 | ωB97M-V/def2-TZVPD

Structure (XYZ):
```
38
Properties=species:S:1:pos:R:3:forces:R:3
C -5.0278 -2.5975 -0.8334 0.18 0.25 0.23
H -5.4489 -2.0021 -1.6400 -0.03 0.07 -0.08
H -5.8248 -3.1851 -0.3845 -0.05 -0.07 0.04
H -4.2939 -3.2829 -1.2462 0.06 -0.14 -0.06
C -4.3870 -1.6935 0.2137 0.27 -0.24 -0.26
H -4.0025 -2.3133 1.0427 0.02 0.09 -0.13
O -5.2901 -0.7357 0.7286 -0.10 0.15 0.02
H -6.1415 -1.1537 0.8971 0.01 0.00 0.06
C -3.2179 -0.9111 -0.4028 -0.67 -0.57 -0.17
N -2.6468 0.0575 0.5671 0.36 -0.16 0.27
H -2.7207 -0.3537 1.5020 0.13 0.11 -0.12
H -1.6424 0.2486 0.3382 -0.27 -0.23 0.24
C -3.2876 1.4052 0.5640 -0.47 0.76 -0.20
C -2.6897 2.2705 -0.5393 0.51 -0.17 0.24
H -2.7870 1.7782 -1.5074 -0.06 0.04 -0.09
C -1.2148 2.5913 -0.2936 -0.21 0.39 -0.18
H -1.0846 3.1001 0.6697 0.03 -0.03 -0.08
H -0.8423 3.2418 -1.0912 0.03 -0.06 0.09
O -0.4967 1.3600 -0.2918 -0.11 -0.05 -0.05
C 0.8749 1.3681 -0.1493 0.46 -0.33 0.08
C 1.6530 2.5097 -0.0213 -0.34 0.04 -0.05
C 3.0262 2.3880 0.1202 0.05 -0.10 0.00
C 3.6349 1.1457 0.1438 -0.06 -0.11 -0.02
C 2.8454 0.0126 0.0187 -0.04 0.01 0.02
C 1.4719 0.1133 -0.1300 0.03 0.27 -0.01
H 0.8708 -0.7769 -0.2368 -0.08 -0.10 -0.02
C 3.4362 -1.3721 0.0352 -0.05 -0.35 -0.02
F 2.8053 -2.1570 0.9322 -0.11 0.06 0.13
F 3.2909 -1.9853 -1.1526 -0.04 0.10 -0.17
F 4.7314 -1.3951 0.3367 0.17 0.22 0.04
H 4.7028 1.0547 0.2581 0.09 -0.01 0.01
H 3.6263 3.2786 0.2154 0.05 0.10 0.01
H 1.2100 3.4922 -0.0329 -0.06 0.11 0.00
H -3.2410 3.2085 -0.5871 -0.05 -0.02 0.00
H -3.1073 1.8715 1.5342 0.02 -0.15 0.02
H -4.3628 1.2760 0.4361 0.21 -0.06 0.09
H -3.5727 -0.3629 -1.2756 0.10 0.06 0.04
H -2.4432 -1.6118 -0.7145 0.04 0.11 0.05
```
Forces are in eV/Å.

Results
HOMO energy = -12.2 eV
E_LUMO = -2.6275 eV
SMILES string = C[C@H](O)C[NH2+]CCCOc1cccc(C(F)(F)F)c1
charge = +1
spin multiplicity = 1

natural (NBO) atomic charge list, values in e, 4 entries:
1. C -0.638
2. H 0.224
3. H 0.233
4. H 0.232



Record 5
H3N3O3 | ωB97M-V/def2-TZVPD

Structure (XYZ):
```
9
Properties=species:S:1:pos:R:3:forces:R:3
N 2.2282 -0.5898 -0.2656 -0.74 0.04 -0.50
N 1.9546 -1.7673 -0.0956 0.69 -1.89 0.45
N 2.4744 0.4645 0.1517 -0.09 0.43 1.04
O 2.9986 1.5189 -0.0911 0.57 0.84 -0.58
O -1.4390 0.8645 -0.2769 -0.51 0.11 -0.44
O -0.1658 1.0135 0.3387 0.46 -0.11 0.31
H 0.0152 1.9597 0.2276 -0.28 -0.14 -0.02
H 1.0452 -2.0609 -0.4328 -0.29 0.55 -0.41
H -1.7941 0.0866 0.1749 0.18 0.17 0.16
```
Forces are in eV/Å.

Results
HOMO energy (alpha / beta) = -9.2 / -9.2 eV
E_LUMO (alpha / beta) = -0.0720 / -0.0723 eV
SMILES string = [H]/N=N/N=O.OO
charge = 0
ΔE to the lowest compared entry with this formula, charge and spin = 640.5 kJ/mol
spin multiplicity = 1

natural (NBO) atomic charge list, values in e, 4 entries:
1. N 0.181
2. N -0.464
3. N 0.334
4. O -0.401



Q: Which electronic energy values were calculated for the entries above? A: -287.6857 -379.0628 -244.8810 -1011.3890 -391.4963, in hartree.